ORCA calculation (wB97M-V/def2-TZVPD) on 9 unconnected molecules or ions with the total composition C54H135N9O18.

Positions of all 216 atoms, in Å:
C  4.3147  9.0267  -6.3670
O  4.8689  7.8064  -5.9036
C  6.1681  7.8982  -5.3763
C  6.6989  6.5143  -4.9840
N  6.1841  5.9717  -3.7080
C  6.4696  4.5824  -3.4471
C  6.0329  4.1390  -2.0237
O  6.2966  2.7345  -1.8768
C  5.2159  1.9626  -2.4039
H  3.2481  8.8924  -6.5471
H  4.7859  9.3037  -7.3101
H  4.3078  9.8725  -5.6795
H  6.2242  8.5907  -4.5364
H  6.7836  8.2182  -6.2171
H  7.7820  6.6197  -4.9218
H  6.4943  5.8216  -5.8003
H  5.1844  6.0986  -3.6397
H  7.5541  4.4768  -3.4770
H  5.9974  4.0160  -4.2498
H  5.0330  4.4725  -1.7461
H  6.7119  4.6426  -1.3355
H  4.2352  2.4216  -2.2782
H  5.2949  0.9250  -2.0797
H  5.3201  1.9607  -3.4889
C  1.8656  -0.9090  0.6265
O  2.2880  -1.0450  1.9408
C  3.6252  -1.6695  1.9414
C  4.3554  -1.4638  3.3067
N  3.7585  -2.2678  4.4403
C  4.5245  -1.9061  5.6179
C  4.0626  -2.5619  6.9409
O  2.9204  -1.9144  7.4669
C  2.4533  -2.4291  8.7063
H  2.5398  -0.2428  0.0884
H  0.8518  -0.5190  0.5349
H  1.7978  -1.9146  0.2116
H  4.2058  -1.2623  1.1136
H  3.5122  -2.7456  1.8101
H  4.1961  -0.4117  3.5431
H  5.4306  -1.5742  3.1661
H  2.8017  -1.9916  4.6092
H  4.5390  -0.8273  5.7727
H  5.5743  -2.1085  5.4054
H  4.9075  -2.5695  7.6295
H  3.7807  -3.6107  6.8475
H  2.4231  -3.5177  8.7529
H  1.5095  -1.9268  8.9188
H  3.0448  -2.1020  9.5613
C  -4.1154  6.1056  3.0306
O  -3.3187  5.5055  4.0035
C  -1.9891  5.2712  3.5844
C  -1.2249  4.4030  4.6624
N  -1.3248  5.0359  5.9721
C  -1.1364  4.0745  7.0363
C  -1.5661  4.7539  8.4269
O  -2.9117  5.2466  8.4444
C  -3.3691  6.1483  9.4513
H  -3.7712  7.1287  2.8797
H  -5.1934  6.1399  3.1878
H  -4.0185  5.5261  2.1124
H  -1.4807  6.2351  3.6056
H  -1.8446  4.8750  2.5793
H  -0.2075  4.1351  4.3776
H  -1.6549  3.4046  4.5829
H  -2.2087  5.5232  6.0081
H  -0.1100  3.7314  6.9064
H  -1.7295  3.1733  6.8809
H  -0.8736  5.5359  8.7381
H  -1.4601  3.9544  9.1602
H  -2.8578  6.0728  10.4110
H  -4.4328  5.9976  9.6352
H  -3.2458  7.2075  9.2254
C  0.8439  -4.4118  6.3290
O  0.3506  -5.0828  5.1534
C  1.1592  -4.8502  4.0136
C  0.3634  -4.9488  2.6976
N  0.2874  -6.3658  2.1707
C  -0.7992  -6.4848  1.1801
C  -0.8626  -7.9327  0.6541
O  -1.8243  -7.9347  -0.3923
C  -1.9635  -9.2205  -0.9792
H  1.8779  -4.7318  6.4579
H  0.2792  -4.6551  7.2289
H  0.8145  -3.3362  6.1549
H  2.0197  -5.5177  3.9681
H  1.5728  -3.8418  4.0295
H  0.7455  -4.2172  1.9857
H  -0.6722  -4.6251  2.8023
H  0.0675  -6.9182  2.9871
H  -0.6461  -5.8113  0.3368
H  -1.7450  -6.1881  1.6334
H  -1.1292  -8.7006  1.3804
H  0.0410  -8.3085  0.1742
H  -2.4800  -9.0996  -1.9315
H  -2.4823  -9.8508  -0.2570
H  -1.0007  -9.6462  -1.2618
C  -3.6450  -2.1173  -4.9328
O  -4.5153  -3.1957  -5.3082
C  -3.9022  -4.4497  -5.6188
C  -3.1979  -5.0722  -4.3694
N  -2.5066  -6.2897  -4.7538
C  -1.6471  -6.7664  -3.7084
C  -0.3183  -6.1170  -3.2973
O  0.4444  -5.6635  -4.4078
C  1.5810  -4.9189  -3.9801
H  -4.0915  -1.1247  -4.9914
H  -2.6427  -2.1625  -5.3587
H  -3.4388  -2.2623  -3.8724
H  -3.2510  -4.3699  -6.4893
H  -4.7246  -5.1458  -5.7833
H  -4.0143  -5.3004  -3.6843
H  -2.5421  -4.4609  -3.7496
H  -1.9511  -6.0733  -5.5691
H  -1.4112  -7.7841  -4.0195
H  -2.1821  -6.8854  -2.7662
H  0.2237  -6.9209  -2.7991
H  -0.5099  -5.2874  -2.6167
H  2.3724  -5.4937  -3.4991
H  1.3581  -4.0273  -3.3940
H  2.0479  -4.4650  -4.8541
C  -5.9391  2.7210  0.2032
O  -5.6624  3.0156  -1.1780
C  -6.4744  2.3135  -2.1287
C  -6.1226  2.4948  -3.6320
N  -4.6500  2.4084  -3.7218
C  -4.2276  3.1396  -4.9385
C  -2.7361  3.2180  -5.1247
O  -2.1493  3.9979  -4.0612
C  -0.7718  3.9090  -4.1275
H  -6.9486  3.0384  0.4644
H  -5.2405  3.1385  0.9282
H  -5.8803  1.6436  0.3578
H  -7.5182  2.6139  -2.0375
H  -6.3013  1.2646  -1.8879
H  -6.4819  3.5034  -3.8364
H  -6.6736  1.8510  -4.3176
H  -4.3237  2.9154  -2.9115
H  -4.5521  4.1782  -4.8753
H  -4.7064  2.5355  -5.7092
H  -2.3883  3.4342  -6.1349
H  -2.4025  2.1854  -5.0219
H  -0.3756  4.2653  -3.1766
H  -0.3998  4.5590  -4.9195
H  -0.2974  2.9453  -4.3130
C  0.5887  0.5022  -3.2968
O  1.8119  0.0064  -2.9103
C  2.4008  -0.9201  -3.8629
C  3.7512  -1.3856  -3.2185
N  4.2989  -2.4740  -4.0487
C  5.4439  -3.1653  -3.3193
C  6.6037  -2.2218  -2.9906
O  7.0121  -1.4944  -4.1286
C  8.2464  -0.7262  -3.9141
H  0.1596  1.2348  -2.6132
H  -0.1758  -0.2622  -3.4356
H  0.6836  0.8832  -4.3137
H  2.4459  -0.4253  -4.8331
H  1.7630  -1.7752  -4.0867
H  3.5141  -1.7404  -2.2155
H  4.4862  -0.5843  -3.1423
H  4.7299  -2.1311  -4.8953
H  5.7848  -4.0129  -3.9137
H  4.9869  -3.5255  -2.3976
H  7.4443  -2.8475  -2.6908
H  6.2409  -1.5297  -2.2307
H  9.1099  -1.3617  -3.7176
H  8.2777  -0.0996  -3.0228
H  8.4841  -0.1333  -4.7973
C  0.6664  1.1641  4.1872
O  -0.7804  1.2892  4.1036
C  -1.3880  0.1787  3.4137
C  -2.9467  0.3536  3.5199
N  -3.6907  -0.5537  2.6956
C  -5.1255  -0.5272  2.9739
C  -5.8317  -1.4856  1.9270
O  -5.9760  -0.7621  0.6653
C  -6.6285  -1.5786  -0.2987
H  1.0911  1.5663  3.2674
H  1.0829  0.1769  4.3872
H  1.0426  1.8470  4.9489
H  -1.1038  -0.7563  3.8966
H  -1.0626  0.2175  2.3741
H  -3.1289  1.4091  3.3183
H  -3.2469  0.2279  4.5602
H  -3.6077  -0.3523  1.7094
H  -5.5274  0.4831  2.8972
H  -5.4040  -0.8527  3.9762
H  -6.8239  -1.7486  2.2938
H  -5.2821  -2.4217  1.8290
H  -6.0787  -2.5017  -0.4823
H  -6.5820  -1.0172  -1.2318
H  -7.6514  -1.8823  -0.0761
C  1.1907  3.1897  0.3080
O  0.0127  2.5004  -0.0756
C  -1.1734  2.8499  0.5697
C  -2.3820  2.3392  -0.1770
N  -2.4036  0.9327  -0.0633
C  -3.1818  0.1950  -1.0480
C  -2.9207  -1.2815  -0.8843
O  -1.5700  -1.5830  -1.3162
C  -1.1998  -2.8433  -0.9485
H  1.7006  2.6546  1.1092
H  1.1225  4.2328  0.6168
H  1.9507  3.0717  -0.4644
H  -1.2243  3.9376  0.5193
H  -1.0645  2.4964  1.5950
H  -2.2744  2.5668  -1.2375
H  -3.3017  2.8465  0.1145
H  -1.5030  0.4854  0.0312
H  -2.9993  0.7394  -1.9746
H  -4.2193  0.4474  -0.8291
H  -3.6590  -1.8006  -1.4956
H  -3.1893  -1.5841  0.1278
H  -1.1016  -2.8755  0.1366
H  -0.1653  -3.0438  -1.2272
H  -1.8125  -3.6748  -1.2967

Values from the calculation:
- 2S+1: 2
- Energy relative to the best compared isomer or geometry (same formula, charge and spin): 0.707 eV
- Net charge: +1
- Frontier orbital gap (alpha / beta): 8.66 / 3.32 eV
- Energy: -108429.649 eV

***

ORCA calculation (wB97M-V/def2-TZVPD) on a molecular structure, C16H28B2BrClLuNO6S.

Positions of all 57 atoms, in Å:
C  -1.1781  -1.6692  3.2155
C  -0.3233  -2.8663  2.8086
S  1.2584  -2.3472  2.1578
C  1.3243  -2.4513  0.3635
C  0.5893  -1.1836  0.1499
N  -0.8040  -1.3559  -0.0793
C  -1.4494  -2.0402  -0.9460
C  -1.4645  -1.8951  -2.4434
C  -2.3810  -3.1200  -0.4272
O  0.6835  -0.7683  1.6049
B  1.6461  0.3829  1.7034
Br  3.2270  -0.3619  2.8544
C  1.0937  1.7191  2.5273
C  -0.3225  1.6980  3.0159
O  -0.6945  2.0018  4.0732
Cl  -1.5741  1.1972  1.7782
O  2.1592  0.5656  0.3918
C  1.3427  -0.0879  -0.6219
C  0.4259  0.8946  -1.3907
C  0.9914  2.3143  -1.5775
C  0.2185  3.3701  -0.7759
C  -1.0632  3.7401  -1.5149
O  -2.0378  4.2358  -0.5682
C  -3.2019  3.5725  -0.4921
O  -3.9503  3.3777  -1.3924
B  2.3750  -0.6153  -1.7406
C  3.7322  0.0562  -2.0601
O  1.9310  -1.7641  -2.3698
H  -1.8905  -1.9194  4.0040
H  -0.5129  -0.8973  3.6166
H  -1.6636  -1.1957  2.3694
H  -0.7891  -3.5997  2.1443
H  -0.0459  -3.3907  3.7338
H  2.3980  -2.3848  0.1620
H  0.9469  -3.3503  -0.1267
H  -1.4824  -0.8215  -2.6627
H  -2.3607  -2.3288  -2.8880
H  -0.5553  -2.3017  -2.9025
H  -3.3271  -3.0522  -0.9791
H  -2.6015  -2.9668  0.6281
H  -1.9131  -4.0991  -0.5758
H  1.6813  1.8266  3.4414
H  1.2621  2.6249  1.9345
H  -0.5728  0.9346  -0.9346
H  0.2895  0.4575  -2.3907
H  0.8566  2.5634  -2.6385
H  2.0647  2.3626  -1.3856
H  -0.1061  2.9381  0.1775
H  0.8285  4.2542  -0.5759
H  -0.9018  4.5307  -2.2514
H  -1.4833  2.8521  -2.0011
H  -3.4045  3.1937  0.5235
H  3.8069  0.3682  -3.1098
H  3.9804  0.9092  -1.4277
H  4.5212  -0.6965  -1.9106
H  2.3944  -1.9520  -3.1995
Lu  -3.9733  -1.4590  0.9806

Values from the calculation:
- Net charge: +2
- Frontier orbital gap: 5.34 eV
- Energy: -159175.002 eV

***

ORCA calculation (wB97M-V/def2-TZVPD) on 2 unconnected molecules or ions with the total composition C18H25N3O3S.

Positions of all 50 atoms, in Å:
C  4.8359  -2.1554  2.3766
O  4.1272  -0.9157  2.5874
C  2.8118  -0.8275  2.2626
C  2.1768  0.4212  2.4887
C  0.8360  0.5764  2.2223
C  0.0581  -0.5120  1.7641
C  -1.3840  -0.3488  1.6456
N  -2.2230  -1.2667  2.1310
C  -3.6679  -1.0413  2.0473
C  -1.8055  -2.3800  2.9776
C  0.7031  -1.7372  1.5009
C  2.0526  -1.9062  1.7509
H  5.8537  -1.9150  2.6813
H  4.4403  -2.9630  3.0071
H  4.8187  -2.4539  1.3199
H  2.7782  1.2372  2.8922
H  0.3452  1.5361  2.4138
H  -1.8092  0.6761  1.6550
H  -4.1535  -1.8834  2.5457
H  -3.9475  -0.1000  2.5465
H  -3.9838  -0.9946  0.9988
H  -2.7053  -2.7358  3.4873
H  -1.3871  -3.1978  2.3779
H  -1.0652  -2.0703  3.7282
H  0.1343  -2.5826  1.1172
H  2.5256  -2.8732  1.5721
C  0.4708  4.2180  -2.0514
C  0.8154  3.1072  -1.1049
N  -0.0452  1.8907  -1.3058
C  -1.1170  1.6902  -0.4159
O  -1.4415  2.6271  0.3521
C  -1.7610  0.3897  -0.4032
C  -1.7952  -0.1107  -1.7631
O  -2.8150  -0.5732  -2.3027
N  -0.6011  0.0079  -2.5320
C  -0.4607  -0.7994  -3.8028
C  -0.9041  -0.0967  -5.0550
C  0.2618  1.0686  -2.3807
S  1.5154  1.4103  -3.4460
H  1.0775  5.0877  -1.7831
H  0.7133  3.9401  -3.0821
H  -0.5845  4.4912  -1.9667
H  1.8267  2.7368  -1.3114
H  0.6970  3.4034  -0.0594
H  -2.7897  0.4573  -0.0410
H  0.6176  -0.9853  -3.8536
H  -1.0232  -1.7185  -3.6301
H  -0.7674  -0.7908  -5.8901
H  -1.9625  0.1725  -5.0093
H  -0.2933  0.7897  -5.2599

Values from the calculation:
- Energy relative to the best compared isomer or geometry (same formula, charge and spin): 4.603 eV
- Net charge: 0
- Frontier orbital gap: 7.38 eV
- Energy: -40518.181 eV

***

ORCA calculation (wB97M-V/def2-TZVPD) on 9 unconnected molecules or ions with the total composition C17H52BF4N17O12Si.

Positions of all 104 atoms, in Å:
C  -2.0590  -0.4440  -2.8868
C  -1.6264  -0.2232  -4.3137
O  -0.2295  -0.1198  -4.4750
C  0.2807  1.1275  -4.0915
C  1.8016  0.9985  -3.9284
O  2.1659  -0.3418  -3.6527
Si  2.2883  -0.7573  -2.0522
C  4.1323  -0.6647  -1.5096
O  4.2939  -0.0659  -0.1841
C  4.4377  -0.9484  0.8052
F  5.5132  -1.7681  0.6422
F  4.6049  -0.2991  1.9720
F  3.3535  -1.7637  0.9382
C  1.7592  -2.5716  -1.9213
C  2.0943  -3.4728  -3.0955
C  3.5701  -3.5751  -3.4282
F  1.3784  -3.1086  -4.2227
B  1.1229  0.3196  -0.7919
N  0.0315  -0.3302  -0.0779
O  1.3143  1.6555  -0.5668
H  -1.6957  -1.3996  -2.5227
H  -1.7695  0.3254  -2.1789
H  -3.1396  -0.4903  -2.8606
H  -2.1573  0.6090  -4.7779
H  -1.9159  -1.1059  -4.8749
H  -0.1928  1.4949  -3.1808
H  0.0594  1.8415  -4.8875
H  2.1708  1.6904  -3.1726
H  2.2793  1.2778  -4.8612
H  4.5684  -1.6548  -1.5323
H  4.7329  -0.0632  -2.1812
H  2.1060  -3.0195  -0.9964
H  0.6747  -2.5278  -1.8530
H  1.7637  -4.4808  -2.8407
H  4.1310  -3.6830  -2.5077
H  3.8874  -2.7080  -3.9965
H  3.7300  -4.4750  -4.0077
H  0.1341  -0.2478  0.9233
H  -0.8743  0.0247  -0.3594
H  2.1465  1.9516  -0.9371
N  4.1493  0.5297  6.1768
C  3.7262  -0.7558  5.9191
N  4.0755  -1.2406  4.6938
O  3.0873  -1.3932  6.7379
H  4.6740  1.0796  5.5256
H  3.9106  0.9193  7.0673
H  3.7916  -2.1721  4.4357
H  4.5993  -0.7183  4.0206
N  -1.9750  4.2722  -1.5787
C  -2.5458  3.1732  -0.9923
N  -3.6983  3.3948  -0.3074
O  -2.0494  2.0570  -1.0744
H  -2.3665  5.1920  -1.5196
H  -1.1205  4.1330  -2.0813
H  -4.1321  2.6029  0.1397
H  -4.1280  4.2987  -0.2146
N  2.6217  -6.1979  4.3016
C  2.7156  -5.0046  3.6518
N  1.9987  -4.8938  2.4893
O  3.3957  -4.0804  4.0652
H  2.0723  -6.9666  3.9701
H  3.1376  -6.2949  5.1553
H  2.0278  -4.0064  2.0241
H  1.4371  -5.6273  2.0992
N  -4.4089  -3.9965  -0.9038
C  -4.9854  -3.1160  -1.7733
N  -6.0104  -3.6167  -2.5307
O  -4.6087  -1.9588  -1.8690
H  -4.6961  -4.9509  -0.8085
H  -3.6540  -3.6542  -0.3398
H  -6.4426  -2.9947  -3.1864
H  -6.3321  -4.5631  -2.4714
N  4.2309  -4.4659  0.1233
C  4.0380  -5.4919  -0.7595
N  4.8396  -5.4712  -1.8708
O  3.2048  -6.3636  -0.5745
H  4.9017  -3.7327  -0.0065
H  3.6546  -4.4673  0.9456
H  4.7186  -6.2099  -2.5362
H  5.5302  -4.7667  -2.0426
N  -7.1758  1.1735  0.8855
C  -5.8376  1.1985  0.5839
N  -5.4157  0.2559  -0.3006
O  -5.0819  2.0300  1.0718
H  -7.8167  0.5101  0.4972
H  -7.5140  1.8629  1.5282
H  -4.4394  0.2509  -0.5352
H  -6.0061  -0.4181  -0.7456
N  -4.3749  5.3306  2.9805
C  -4.8497  6.3680  2.2318
N  -4.2934  7.5795  2.5156
O  -5.7042  6.2137  1.3664
H  -3.6658  5.4335  3.6816
H  -4.7592  4.4206  2.8019
H  -4.6106  8.3648  1.9824
H  -3.5777  7.7070  3.2075
N  0.7667  7.2333  3.6312
C  -0.3613  7.6275  2.9713
N  -0.1628  8.4531  1.9002
O  -1.4761  7.2640  3.3111
H  1.6904  7.5152  3.3672
H  0.6486  6.6231  4.4170
H  -0.9749  8.7514  1.3952
H  0.7404  8.7639  1.6000

Values from the calculation:
- Net charge: 0
- Frontier orbital gap: 9.07 eV
- Energy: -87809.116 eV